Record 1
17
Properties=species:S:1:pos:R:3:forces:R:3 method="wB97M-V/def2-TZVPD" e_above_lowest_kj_mol=146.4 multiplicity=1
C 1.1435 -1.8568 0.7402 0.5168 0.3706 1.3399
C -0.0160 -1.3968 -0.0324 -1.6517 1.3876 0.5459
N -0.1003 0.0365 -0.1525 0.2111 2.8986 -1.2270
C -0.8133 0.8595 -1.1190 2.2212 0.7430 4.9815
N -0.8603 0.4030 -2.3738 1.3059 -1.7033 -1.4412
O -1.1056 1.9971 -0.7173 -0.0726 -1.2976 -1.6330
H 1.0791 -2.8593 1.1215 -0.4786 -0.4577 0.2093
H 1.2895 -1.1723 1.5839 -0.0371 -0.2499 0.0680
H 2.0388 -1.8425 0.1951 1.3546 0.2523 -1.0136
H -0.1153 -1.8201 -0.9874 0.1473 -0.9301 -1.5070
H -0.9293 -1.6175 0.4800 -0.6166 -1.0453 0.4988
H 0.3898 0.6947 0.4873 -0.9787 -1.2473 -0.1775
H -0.7209 1.2545 -2.9467 -0.1409 -1.3323 -0.2566
H -0.1678 -0.4495 -2.4536 -1.8285 2.6802 -0.5160
O -0.2669 2.2438 1.9510 0.4319 -2.2297 4.6703
H -0.3937 2.9113 1.3578 -0.7855 2.7846 -2.6583
H -0.4510 2.6143 2.8659 0.4013 -0.6236 -1.8835

Record 2
18
Properties=species:S:1:pos:R:3:forces:R:3 method="wB97M-V/def2-TZVPD" e_above_lowest_kj_mol=148.5 multiplicity=1
N 0.5215 2.2086 -0.5361 2.4222 -5.8336 -1.5321
C -0.1781 1.3874 -1.4957 -2.5725 2.9148 0.9566
O -1.2006 1.8313 -2.0514 1.9763 -0.8530 0.3582
N 0.2436 0.1122 -1.6879 -0.5123 0.1068 -1.0936
C 1.2631 -0.6274 -0.9952 -0.9644 -1.6426 -1.2560
C 0.6252 -1.6886 -0.0741 2.9366 -0.4220 2.1322
S -0.9922 -1.2847 0.4413 -1.0628 -0.4282 2.0739
H 0.0969 2.9328 -0.0918 -2.0632 2.2714 0.8965
H 0.9449 1.5441 0.1497 -0.2884 1.3842 -0.5413
H -0.2834 -0.3611 -2.4442 0.5650 0.5989 0.9082
H 1.8977 0.0194 -0.4598 1.0361 0.6835 0.2878
H 1.7521 -1.2079 -1.8161 0.4828 0.6830 0.9773
H 1.2264 -1.9668 0.9008 -0.7024 1.1700 -1.8910
H 0.7271 -2.6031 -0.5823 -0.6240 -1.3485 -0.8669
H -0.7914 -1.9078 1.6910 -0.6178 0.7144 -1.3442
O 0.5264 -0.0960 4.2421 0.8170 -0.3789 2.0864
H -0.3157 -0.1324 3.8089 -0.8019 -0.0609 -0.0694
H 0.3977 -0.3183 5.2151 -0.0261 0.4408 -2.0824

Record 3
18
Properties=species:S:1:pos:R:3:forces:R:3 method="wB97M-V/def2-TZVPD" e_above_lowest_kj_mol=527.6 multiplicity=1
C -2.3461 0.2139 -0.5028 2.4276 -4.1016 1.7015
C -1.4498 -0.6995 0.0403 -1.5067 -1.0108 -1.8647
Si 0.2875 -0.3200 0.7389 -1.4852 2.3821 -3.2303
C 0.5661 0.9537 2.1385 1.1778 -4.5773 0.3382
O 1.5044 -1.3574 0.9140 -0.6976 0.3284 1.5511
N 1.8149 -2.3182 -0.0466 -0.0276 -0.4553 -2.2708
O 0.7761 0.3262 -1.2847 0.6722 -0.8771 4.2052
N -0.0688 1.2977 -1.7996 0.0070 2.1577 -1.0263
H -3.1702 -0.1517 -1.0898 -0.1267 0.3310 -0.1682
H -2.1492 1.1798 -0.2657 -0.2913 2.9897 0.2595
H -1.6932 -1.7398 -0.4168 0.8163 1.3649 1.3049
H 1.5573 1.2284 1.8646 0.7125 1.1951 -0.0455
H -0.1927 1.6488 2.1827 -1.2228 1.7881 0.2835
H 0.7225 0.3410 3.1186 -0.6597 1.1081 -1.6179
H 2.4547 -1.7640 -0.6245 0.1570 -0.6089 -0.1570
H 0.9941 -2.3996 -0.6968 0.6711 -0.0266 0.7627
H 0.1638 2.3359 -1.4792 0.0929 -2.6963 -0.6564
H 0.2288 1.2248 -2.7912 -0.7168 0.7088 0.6304

Record 4
18
Properties=species:S:1:pos:R:3:forces:R:3 method="wB97M-V/def2-TZVPD" e_above_lowest_kj_mol=136.4 multiplicity=2 total_charge=+1
C 2.4632 0.0157 -0.5043 0.3438 3.5465 -0.0610
C 1.3513 -0.6627 0.0445 -0.8908 2.1659 1.8581
N 0.7200 0.2964 0.8248 0.7566 -2.5097 -0.8488
C 1.4721 1.4087 0.8272 -0.5416 -1.0568 -2.8992
N 2.4317 1.3589 -0.1220 1.0607 -2.6500 0.4463
H 3.1738 -0.3774 -1.2230 -0.0386 0.1747 0.1598
H 1.0749 -1.6743 -0.0046 -0.6075 -1.0387 -0.1963
H -0.1835 0.2015 1.2536 -0.4000 -0.6756 0.6412
H 1.0084 2.1952 1.3283 0.3504 1.8713 0.8743
H -0.8619 -2.2696 2.3398 -1.2595 2.1964 -0.9953
H -1.4991 -1.0171 2.9214 -0.4403 0.3302 0.3898
O -1.3084 -1.3816 2.0572 1.6825 -2.3803 0.6018
H -2.2404 1.8109 -0.8295 0.1503 -0.2293 -0.0266
H -2.3814 0.2805 -0.3020 -1.0021 2.0783 -0.6815
O -2.8628 1.1497 -0.5113 0.8424 -1.8992 0.7020
H -1.2158 -0.3544 -3.3718 -0.7779 0.9299 -0.7256
H -0.4535 -0.1706 -1.9854 -0.9530 -1.2219 -2.2782
O -0.6886 -0.8099 -2.7426 1.7244 0.3682 3.0393

Record 5
17
Properties=species:S:1:pos:R:3:forces:R:3 method="wB97M-V/def2-TZVPD" e_above_lowest_kj_mol=673.4 multiplicity=1 total_charge=+1
C -1.4417 1.0019 0.7084 -0.9745 -1.6975 -1.8604
C -0.8705 1.8554 1.6570 -0.3196 3.5062 -0.1111
C 0.5353 -0.6564 -0.3988 -0.6755 0.0104 0.0544
N -2.2209 0.4618 0.0527 0.2702 0.7619 0.7190
N 1.2334 -2.0598 -0.2368 -0.2202 -1.2701 2.9858
O -0.5840 -1.0272 -1.1949 -0.2956 0.0657 -0.0304
P 1.7437 0.4808 -1.2089 0.1495 -0.9742 -1.5675
H -1.5572 1.7221 2.4913 0.2808 0.2364 0.5616
H 0.1501 1.5838 1.8835 0.1531 0.1839 0.0615
H -1.0171 3.0121 1.2710 0.6121 -2.9368 0.9452
H -2.5897 -0.2486 -0.5470 0.1344 -0.1895 -0.2582
H 0.6956 -2.5653 0.6254 2.2928 1.5656 -2.1907
H 2.3198 -2.1338 -0.1949 -2.3902 0.2385 0.2038
H 0.8930 -2.6275 -0.9958 0.2733 -0.3604 -0.8696
H -0.4634 -1.2423 -2.1374 0.5595 0.2554 0.0535
H 2.3206 0.9567 -0.0408 -0.1917 0.8413 0.3739
H 0.8531 1.4865 -1.7338 0.3417 -0.2366 0.9293

Record 6
17
Properties=species:S:1:pos:R:3:forces:R:3 method="wB97M-V/def2-TZVPD" e_above_lowest_kj_mol=511.3 multiplicity=1 total_charge=+1
N 1.8651 -0.3153 -0.0010 0.7139 0.8961 -2.6409
C 0.5611 -0.9184 -0.6321 -3.6903 -0.1981 5.0824
O 0.8113 -2.0805 -1.1955 0.3891 -1.3888 -1.2900
C -0.3586 0.2350 -1.1329 -2.6237 -0.1129 0.1123
N -1.1058 0.4638 0.1766 0.8425 0.7044 -0.7025
P -0.7848 1.9243 1.0922 0.9651 0.4195 -1.2622
C -0.7417 -0.8113 0.6820 1.2908 -2.4814 -1.8672
H 1.9885 -0.2850 0.9794 -0.4568 -0.3664 1.6146
H 1.7644 0.6569 -0.3014 0.5832 0.2722 0.2895
H 2.7887 -0.6446 -0.3873 -1.2664 -0.0375 -0.0136
H 0.5187 -2.9046 -0.7338 0.1409 1.2816 -0.2103
H 0.0877 1.1325 -1.4669 0.8244 1.0094 -0.6482
H -1.2025 -0.0026 -1.8515 1.6338 -0.4647 0.3412
H -2.0416 2.4923 1.4524 0.0004 -0.3026 -0.6065
H -0.5395 2.6966 -0.1748 -0.4879 -0.4391 1.5677
H -1.5131 -1.5977 0.4044 0.9863 0.6855 0.1721
H -0.4559 -0.9940 1.7194 0.1547 0.5230 0.0616

Record 7
16
Properties=species:S:1:pos:R:3:forces:R:3 method="wB97M-V/def2-TZVPD" e_above_lowest_kj_mol=229.1 multiplicity=1 total_charge=+1
H 0.3533 2.9162 1.7433 -0.5822 -0.1055 -1.2182
N 0.1084 2.4894 0.8072 0.4832 0.1873 1.9634
C 0.2670 1.2464 0.9292 1.0727 -0.5732 -0.3065
C 0.2347 0.3712 -0.2854 -1.6085 0.7499 -1.9425
P -0.0234 1.1098 -2.0376 1.7777 -0.3756 0.5774
N -0.7608 -0.7605 -0.1149 -0.6986 0.5360 -2.3451
C -0.1102 -1.9123 0.4515 -0.3413 -3.7310 0.3563
H 0.6765 0.6791 1.7998 -0.5389 0.7865 0.0243
H 1.1612 -0.0991 -0.4321 1.4485 -0.7650 0.2383
H 1.2940 1.7895 -1.9956 -1.3030 -0.4887 -0.1302
H -0.7622 2.1510 -1.5797 -0.6455 1.1993 0.1806
H -1.4201 -0.4807 0.6163 -0.6601 0.2112 -0.8736
H -1.2018 -0.9730 -1.1203 0.6124 0.5960 2.8621
H 0.5359 -2.5024 -0.3146 -1.3529 1.1045 1.3291
H 0.5213 -1.5212 1.2276 0.3832 -0.2599 0.4494
H -0.9507 -2.5720 0.9504 1.9533 0.9282 -1.1647

Record 8
16
Properties=species:S:1:pos:R:3:forces:R:3 method="wB97M-V/def2-TZVPD" e_above_lowest_kj_mol=26.9 multiplicity=1
H 3.2316 -1.1827 0.1979 -0.0365 0.1084 0.0746
N 2.4249 -1.4473 -0.3556 0.0460 -0.0308 -0.1446
C 2.1547 -2.6701 -0.1629 -0.0811 -0.0942 0.0451
N 1.1670 -3.3391 -0.8567 0.5400 0.2682 0.5033
H 2.6775 -3.3048 0.5652 0.0021 0.0139 -0.2183
H 0.4892 -2.7316 -1.2942 -0.0844 -0.2072 0.0008
H 0.8353 -4.1469 -0.3593 -0.4030 -0.0408 -0.2578
C -0.9277 2.1230 -0.7312 -0.1658 -0.1396 0.3019
C -1.3327 2.1624 0.7277 0.1325 0.0433 0.3874
S -2.8996 1.2825 0.9988 -0.0574 -0.2361 -0.2120
H -1.6770 2.6524 -1.3046 -0.1513 -0.0470 -0.3622
H -0.8316 1.0932 -1.0765 -0.0450 0.0576 -0.1209
H 0.0231 2.6188 -0.8753 0.2710 0.0811 -0.0057
H -1.4977 3.1747 1.0629 0.0020 0.4124 -0.0792
H -0.5645 1.7559 1.3800 0.0812 -0.2300 -0.0640
H -3.2724 1.9596 2.0838 -0.0503 0.0408 0.1517